DFT (ωB97M-V/def2-TZVPD) results for a cluster of 21 separate species, C80H211N9O25 in total.

```
325
Properties=species:S:1:pos:R:3:mulliken_charge:R:1
C -3.4497 4.3774 -0.4974 0.253
O -3.4220 4.9682 -1.7366 -0.564
C -2.1786 5.6141 -2.1185 -0.383
C -1.7365 6.7120 -1.1839 -0.522
N -2.8271 7.6601 -1.1582 -0.302
C -2.7424 8.7342 -0.2324 -1.071
C -2.6024 8.3417 1.2951 -0.356
O -3.5923 7.4059 1.7214 -0.295
C -3.3856 6.8752 2.9755 -0.589
H -4.2989 3.6961 -0.4444 -0.073
H -3.5353 5.1652 0.2511 0.047
H -2.5655 3.7621 -0.3301 0.075
H -2.3865 6.0054 -3.1143 0.314
H -1.3436 4.9134 -2.1235 0.135
H -0.7828 7.0528 -1.5869 0.643
H -1.6120 6.2776 -0.1920 0.136
H -3.6318 7.1455 -0.8300 0.353
H -3.6053 9.3815 -0.3889 0.382
H -1.8787 9.3127 -0.5601 0.429
H -2.6364 9.2037 1.9613 0.472
H -1.6035 7.9199 1.4069 0.190
H -2.3679 6.6322 3.2810 0.305
H -3.9774 5.9608 3.0169 -0.069
H -3.7399 7.5563 3.7493 0.443
C 8.6018 -0.5963 -1.7402 -0.701
O 8.2167 -0.9348 -3.0209 -0.198
C 7.8902 -2.3107 -3.1815 -0.418
C 7.6632 -2.6659 -4.7206 -1.244
N 6.2908 -2.4178 -5.2399 -0.254
C 5.9301 -0.9910 -5.2510 0.112
C 4.6184 -0.8033 -6.0862 -0.490
O 4.7373 -1.2216 -7.4762 -0.485
C 3.6030 -0.7794 -8.2143 -0.753
H 8.9723 0.4237 -1.6389 0.282
H 9.4786 -1.2148 -1.5483 0.476
H 7.8079 -0.7593 -1.0114 0.096
H 6.9924 -2.4683 -2.5838 0.192
H 8.6848 -3.0012 -2.8989 0.463
H 7.9723 -3.6963 -4.8961 0.575
H 8.2920 -2.1353 -5.4357 0.516
H 6.2252 -2.7915 -6.1759 0.212
H 6.6978 -0.3081 -5.6148 0.635
H 5.5920 -0.5467 -4.3149 -0.360
H 4.2908 0.2350 -6.0329 0.355
H 3.7729 -1.3573 -5.6784 0.216
H 3.4815 0.3023 -8.1574 0.292
H 2.7376 -1.3507 -7.8785 0.257
H 3.6427 -1.1117 -9.2517 0.307
C 4.4417 -0.3356 -1.1461 0.820
O 3.7747 0.5887 -0.2276 0.182
C 2.4068 0.2137 0.1188 0.509
C 1.9105 1.1063 1.3072 0.264
N 0.5003 0.8384 1.6993 1.314
C -0.3971 0.9145 0.5608 0.379
C -1.8496 0.5698 0.9831 1.612
O -2.2982 -0.5085 0.1810 0.629
C -1.8361 -1.7836 0.5128 -0.923
H 4.8040 -1.1791 -0.5584 -0.085
H 5.2362 0.2296 -1.6334 -0.930
H 3.8259 -0.7790 -1.9285 -0.106
H 2.3598 -0.8622 0.2871 0.221
H 1.7717 0.3999 -0.7472 -0.587
H 1.8765 2.1729 1.0851 -0.103
H 2.6583 0.9943 2.0923 -0.160
H 0.2644 1.5688 2.3558 -0.663
H -0.0958 0.2461 -0.2457 0.295
H -0.3251 1.9342 0.1825 -0.523
H -2.4579 1.4471 0.7634 -0.547
H -2.0387 0.3774 2.0392 -1.433
H -0.7697 -1.8000 0.7373 -0.062
H -1.9217 -2.3110 -0.4373 -0.273
H -2.2687 -2.1943 1.4251 0.200
C 0.5939 -2.3340 -3.9077 -0.008
O -0.4165 -1.3444 -4.1381 -0.731
C -0.9542 -0.6748 -2.9771 2.302
C -2.0175 0.3806 -3.3433 -0.694
N -1.4315 1.4658 -4.1758 -0.454
C -2.4534 2.5053 -4.2329 -0.243
C -1.9467 3.7048 -5.0693 -0.602
O -2.0765 3.2700 -6.3952 -0.416
C -1.7618 4.2692 -7.3764 -0.854
H 0.1199 -3.0838 -3.2743 -0.172
H 1.4928 -1.9944 -3.3931 -0.145
H 0.8768 -2.8791 -4.8082 0.483
H -0.1185 -0.2057 -2.4577 -0.866
H -1.4127 -1.4165 -2.3230 -0.264
H -2.3573 0.7763 -2.3862 -0.132
H -2.8601 -0.0614 -3.8751 0.196
H -1.4081 1.1021 -5.1177 0.414
H -2.5972 2.9385 -3.2431 0.039
H -3.4148 2.0821 -4.5239 0.489
H -0.9511 4.0243 -4.7610 0.101
H -2.6091 4.5526 -4.8948 0.560
H -2.4653 5.0886 -7.2289 0.335
H -2.0486 3.9078 -8.3640 0.287
H -0.7139 4.5387 -7.5077 0.282
C 5.8232 4.2015 5.1386 -0.624
C 6.4525 3.1000 6.0020 0.325
C 5.8085 1.6870 5.5714 -0.093
O 4.4137 1.5397 5.5882 -0.373
C 3.9398 0.3126 4.9953 0.094
N 7.8979 3.0140 5.7685 -0.752
H 6.2377 5.1775 5.3912 0.437
H 4.7345 4.2221 5.1873 -0.006
H 6.0507 3.8900 4.1191 0.017
H 6.1039 3.2624 7.0219 0.412
H 6.2292 0.9258 6.2284 0.297
H 6.1885 1.4394 4.5802 -0.419
H 4.0821 -0.5312 5.6705 0.391
H 4.4412 -0.0375 4.0930 0.144
H 2.8760 0.4077 4.7777 -0.725
H 8.1584 2.9296 4.7964 0.206
H 8.2906 3.8976 6.0601 0.305
C -6.2014 0.2079 -2.7250 -0.034
C -7.7169 0.2653 -2.9600 0.261
C -8.3874 -0.5793 -1.8497 -0.622
O -8.2328 -1.9776 -1.7466 -0.122
C -8.6317 -2.8505 -2.8295 -0.789
N -8.0144 1.6565 -2.8685 -0.843
H -6.0022 -0.8629 -2.6811 -0.123
H -5.9554 0.5527 -1.7207 -0.602
H -5.5930 0.6194 -3.5304 0.443
H -8.0472 -0.0829 -3.9386 0.547
H -9.4351 -0.2833 -1.9021 0.442
H -8.1739 -0.1824 -0.8573 0.000
H -9.6168 -2.5319 -3.1701 0.375
H -8.6243 -3.8868 -2.4916 0.349
H -7.9106 -2.7576 -3.6416 0.128
H -9.0043 1.8456 -2.8020 0.329
H -7.7230 1.9202 -1.9381 0.245
C -9.6717 1.5742 1.8060 -1.341
C -8.7564 2.7108 1.9266 1.417
C -8.1072 3.0452 0.6098 -0.961
O -7.2698 2.0362 0.0551 0.240
C -6.1997 1.7148 0.8827 -1.167
N -9.4688 3.8263 2.5311 -0.796
H -10.5145 1.7533 1.1384 0.372
H -10.0578 1.3480 2.7999 0.431
H -9.1451 0.6873 1.4535 0.091
H -8.0356 2.4492 2.7013 -0.362
H -7.5933 3.9949 0.7582 0.368
H -8.9289 3.2581 -0.0740 0.281
H -5.4279 1.1385 0.3726 -0.091
H -6.5654 1.0343 1.6516 0.441
H -5.7308 2.5542 1.3962 0.416
H -10.0708 4.2585 1.8448 0.278
H -8.8032 4.5574 2.7373 0.275
C -4.3191 -2.5440 -4.9767 -1.491
C -4.6770 -3.8433 -5.8117 0.751
C -5.7096 -4.7870 -5.1202 -0.982
O -5.2189 -5.1893 -3.9207 -0.083
C -6.1656 -5.8851 -3.0683 -0.619
N -5.2185 -3.3351 -7.0556 -0.747
H -3.4546 -2.0055 -5.3648 0.536
H -4.0044 -2.7664 -3.9571 0.028
H -5.1814 -1.8775 -4.9581 0.589
H -3.7787 -4.4109 -6.0545 0.273
H -5.8297 -5.6083 -5.8268 0.305
H -6.6932 -4.3296 -5.0133 0.321
H -6.8418 -5.1811 -2.5833 0.059
H -5.5737 -6.3550 -2.2829 0.180
H -6.7399 -6.7039 -3.5017 0.370
H -4.8973 -3.8296 -7.8755 0.258
H -4.9076 -2.3850 -7.2002 0.247
C 0.6280 -5.9107 0.1957 -1.389
C -0.8285 -6.1816 0.6581 1.144
C -1.7530 -6.2548 -0.5539 -1.048
O -1.5809 -5.0780 -1.3360 -0.083
C -2.5428 -4.9026 -2.3833 -0.751
N -0.7182 -7.4712 1.3470 -0.791
H 0.7321 -5.0105 -0.4101 0.051
H 1.1236 -6.6881 -0.3859 0.416
H 1.2658 -5.7537 1.0655 0.468
H -1.1391 -5.3907 1.3408 -0.096
H -2.8131 -6.2838 -0.3021 0.494
H -1.4842 -7.1769 -1.0693 0.206
H -2.0051 -4.2813 -3.0994 0.200
H -3.3983 -4.2517 -2.2022 -0.012
H -2.7555 -5.8650 -2.8487 0.550
H -0.2983 -8.2208 0.8162 0.281
H -1.6776 -7.7845 1.3875 0.292
C 7.1861 -8.2374 -0.9250 -1.291
C 6.1900 -7.9583 0.1290 0.291
C 6.2954 -6.6214 0.9090 -0.826
O 4.9081 -8.0560 -0.3904 -0.515
H 7.1937 -9.2971 -1.1800 0.312
H 8.1975 -7.8559 -0.7852 0.353
H 6.9091 -7.6474 -1.7987 0.213
H 6.3136 -8.7174 0.9014 0.403
H 6.0394 -5.7961 0.2445 -0.023
H 7.2867 -6.4369 1.3231 0.448
H 5.5910 -6.5779 1.7396 0.351
H 4.4241 -8.3302 0.3920 0.338
C 8.5290 1.2575 1.8065 -0.796
C 7.9803 2.5771 1.3549 0.136
C 6.5766 2.5306 0.6721 -0.400
O 7.9812 3.4772 2.4220 -0.491
H 7.6886 0.9061 2.4051 -0.028
H 9.4277 1.3880 2.4095 0.427
H 8.7290 0.6763 0.9064 0.091
H 8.6429 3.0003 0.6000 0.377
H 5.7990 2.1515 1.3353 -0.038
H 6.5853 1.9901 -0.2744 -0.189
H 6.1842 3.5151 0.4173 0.536
H 8.0319 4.3487 2.0226 0.320
C -5.7499 -2.1290 0.5634 0.901
C -6.5375 -3.3162 1.0602 0.165
C -7.8871 -2.9528 1.7008 -1.114
O -6.9447 -3.9907 -0.0913 -0.534
H -4.9497 -2.3531 -0.1421 -0.271
H -5.2953 -1.5815 1.3891 0.061
H -6.3735 -1.4849 -0.0565 -0.704
H -5.9235 -3.8718 1.7690 0.460
H -7.7417 -2.2794 2.5455 0.261
H -8.3374 -3.8962 2.0093 0.422
H -8.5380 -2.4794 0.9656 0.134
H -7.3641 -3.3472 -0.6671 0.342
C -0.6905 -1.0701 4.1237 0.011
C 0.6025 -1.7950 4.1579 0.757
C 0.3493 -3.2923 4.2195 -1.705
O 1.3596 -1.5554 2.9741 1.791
H -1.3059 -1.3054 3.2553 -0.740
H -0.4692 -0.0029 4.1136 -0.386
H -1.2597 -1.3464 5.0112 0.698
H 1.2586 -1.4174 4.9422 -0.078
H -0.4051 -3.5731 4.9544 0.399
H 1.2140 -3.8706 4.5450 0.379
H -0.0557 -3.7202 3.3024 0.314
H 0.7676 -1.0217 2.4390 -1.076
C 3.1551 -4.8449 -1.9062 -1.268
C 4.3316 -4.3962 -2.7267 2.022
C 4.9599 -5.5979 -3.4047 -1.307
O 3.8348 -3.5343 -3.8201 -0.578
H 2.2567 -5.0927 -2.4714 0.660
H 2.7499 -4.0554 -1.2732 -0.063
H 3.3104 -5.7510 -1.3206 0.263
H 5.1027 -3.9492 -2.0992 -0.632
H 5.8145 -5.2245 -3.9690 0.296
H 4.2897 -5.9589 -4.1848 0.372
H 5.2314 -6.3303 -2.6444 -0.013
H 4.5932 -3.1409 -4.2579 0.241
C -3.4648 1.9754 3.5986 0.194
C -4.5298 2.5015 4.5644 0.184
C -4.0086 3.7427 5.3480 -0.773
O -5.6649 2.8721 3.8553 -0.287
H -3.2213 2.7404 2.8614 -0.024
H -3.8419 1.1299 3.0233 -0.261
H -2.5651 1.6474 4.1194 0.131
H -4.8381 1.6407 5.1579 0.246
H -2.9809 3.6559 5.7009 0.088
H -4.6531 4.0117 6.1848 0.474
H -3.9145 4.5447 4.6158 -0.144
H -6.3947 3.0956 4.4376 0.225
C -5.0412 -1.6333 5.1192 -1.042
C -4.6436 -1.5374 6.5908 0.687
C -5.8772 -1.6738 7.5527 -1.474
O -3.7647 -2.4819 6.9818 -0.558
H -4.2789 -1.2148 4.4620 -0.136
H -5.9471 -1.0941 4.8420 0.325
H -5.1732 -2.6169 4.6684 0.587
H -4.1500 -0.5718 6.7016 0.140
H -6.3728 -2.6269 7.3682 0.359
H -6.5284 -0.8005 7.5906 0.329
H -5.5087 -1.7782 8.5732 0.400
H -3.3388 -2.1169 7.7608 0.407
C 8.3322 2.4668 -4.3997 -1.234
C 6.8294 2.6584 -4.6580 0.864
C 6.0063 2.8130 -3.3808 -0.222
O 6.6137 3.8636 -5.4121 -0.653
H 8.7228 3.2594 -3.7615 0.442
H 8.9265 2.5222 -5.3117 0.375
H 8.4943 1.4872 -3.9499 0.037
H 6.4450 1.9086 -5.3495 -0.095
H 5.0970 3.3990 -3.5148 0.060
H 6.5096 3.4915 -2.6921 0.431
H 5.7448 1.8836 -2.8750 -0.234
H 5.6819 3.9411 -5.6297 0.340
C 1.9231 4.5301 3.1751 -1.841
C 0.4519 4.2722 3.3476 0.405
C -0.3276 4.4995 2.0531 -0.521
O 0.3228 2.9149 3.7035 0.584
H 2.4594 3.8310 2.5334 0.179
H 2.3286 4.5419 4.1868 0.442
H 2.0325 5.5689 2.8636 0.429
H 0.1099 4.8495 4.2066 0.537
H -1.3972 4.3831 2.2277 0.086
H 0.0805 3.9091 1.2327 -0.260
H -0.2363 5.5182 1.6762 0.499
H 0.7922 2.7336 4.5210 -0.456
C 1.7038 1.7404 8.2981 -1.613
C 1.1566 1.4943 6.8283 1.317
C -0.3642 1.7536 6.8701 -0.717
O 1.8402 2.4688 6.0678 -0.518
H 0.9497 1.3005 8.9507 0.442
H 1.7176 2.7803 8.6242 0.335
H 2.7082 1.3342 8.4187 0.395
H 1.3433 0.4893 6.4501 -0.346
H -0.6529 1.9984 5.8479 -0.542
H -0.5827 2.6379 7.4687 0.438
H -0.8813 0.8306 7.1324 0.517
H 2.7437 2.1708 5.9396 0.363
C 2.2708 3.8345 -2.1138 -1.098
C 1.3775 3.1690 -3.1619 0.761
C 2.0479 1.8818 -3.7040 -1.145
O 0.2263 2.7662 -2.4695 1.138
H 1.9070 4.7969 -1.7541 0.398
H 3.2921 3.8825 -2.4919 0.106
H 2.2354 3.1602 -1.2581 0.042
H 1.1159 3.7970 -4.0135 0.315
H 2.3751 1.2133 -2.9077 -0.432
H 2.9421 2.1691 -4.2572 0.541
H 1.5035 1.2200 -4.3776 0.294
H -0.2989 2.3826 -3.1756 -0.701
C 6.3440 -2.6129 2.4387 -1.585
C 4.8354 -2.4616 2.3895 1.813
C 4.1779 -3.4748 1.4349 -0.420
O 4.1239 -2.4563 3.6298 -0.697
H 6.7597 -1.9449 3.1931 0.375
H 6.8143 -2.5357 1.4584 0.280
H 6.6228 -3.6055 2.7926 0.354
H 4.5682 -1.4837 1.9888 -0.582
H 4.3682 -4.4901 1.7825 0.367
H 4.5459 -3.5245 0.4101 -0.245
H 3.0987 -3.3265 1.3967 -0.105
H 3.1942 -2.3148 3.4369 -0.007
```

Values from the calculation:
* LUMO energy: 0.37 eV
* HOMO-LUMO gap: 8.981 eV
* HOMO energy: -8.615 eV
* E: -150968.170 eV
* energy relative to the best compared isomer or geometry (same formula, charge and spin): 0.000 eV